This record from the Open Molecules 2025 dataset describes a 2-piece molecular cluster, C33H66N5O4 overall at a distorted geometry. The level of theory is the ωB97M-V functional and the def2-TZVPD basis.

```
108
Properties=species:S:1:pos:R:3:forces:R:3:lowdin_charge:R:1
C -6.28484 -0.32393 5.79612 0.1 0.0 0.1 -0.12
C -5.26374 0.10992 4.75085 -0.5 -0.2 -0.2 -0.27
C -5.90873 0.78657 3.53577 0.0 0.3 0.5 -0.22
C -4.96449 1.71011 2.75603 -0.3 -0.1 -0.4 -0.20
C -4.47020 1.11498 1.43537 0.0 -0.2 0.2 -0.22
C -3.13683 1.70024 0.98809 -0.2 -0.2 0.1 -0.21
C -2.67082 1.20267 -0.37797 -0.1 -0.2 0.4 -0.15
C -2.38811 -0.31250 -0.34862 0.3 0.9 -0.3 -0.11
N -1.00493 -0.64756 -0.81281 -0.4 -1.1 1.0 0.02
C -0.85353 -1.79970 -1.49994 -0.3 0.1 -0.4 -0.30
N -1.43349 -1.84438 -2.69518 0.2 0.0 -0.4 0.05
O -1.50979 -3.01306 -3.41350 -0.1 0.0 0.2 0.05
N -0.18543 -2.88321 -1.06842 0.9 0.7 0.3 0.17
C 0.27191 -2.80956 0.34082 -0.5 0.3 0.1 -0.22
C -0.96029 -3.05837 1.23140 0.1 -0.4 0.6 -0.14
N -0.76766 -2.66344 2.62098 -0.1 0.0 -0.2 -0.08
C -1.81897 -1.83800 3.20246 0.4 -0.1 0.1 -0.10
C 0.99607 -1.48165 0.51558 0.1 0.2 0.1 -0.20
C 1.69166 -1.25427 1.87242 0.0 0.1 -0.4 -0.16
C 2.32458 -2.47918 2.52871 0.2 0.5 0.7 -0.19
C 2.46633 -2.24902 4.05181 -0.3 -0.2 -0.3 -0.15
C 2.38122 -3.53830 4.89324 -0.1 0.2 -0.3 -0.13
N 1.26290 -3.51553 5.81234 -0.1 -0.1 0.4 -0.13
C 0.11562 -4.25579 5.70025 -0.7 0.2 0.5 -0.12
C -0.73518 -3.92540 6.74578 0.6 0.1 -0.4 -0.10
C -0.06561 -2.95002 7.52776 0.4 -0.2 -0.7 -0.09
C 1.16151 -2.72893 6.92335 -0.7 0.1 0.6 -0.10
C 0.07552 -0.29265 0.15520 1.0 0.2 -0.5 -0.20
C 0.88976 0.84583 -0.49619 -0.7 0.4 0.3 -0.14
C 1.59152 1.80741 0.47563 0.3 -0.1 -0.9 -0.18
C 1.79579 3.17242 -0.18371 0.2 0.0 0.4 -0.21
C 2.78195 3.12430 -1.35312 0.2 0.3 -0.1 -0.25
C 4.21088 3.48653 -0.93688 0.0 -0.4 -0.2 -0.10
H -6.90442 0.50767 6.12890 0.0 0.1 -0.1 0.07
H -5.77262 -0.70628 6.67775 0.0 -0.1 0.1 0.07
H -6.94921 -1.10282 5.42721 0.0 -0.1 -0.1 0.07
H -4.72859 -0.78484 4.42609 0.3 0.1 0.0 0.09
H -4.56352 0.79819 5.22087 0.2 0.0 0.0 0.10
H -6.74548 1.37793 3.91105 -0.1 0.1 0.0 0.11
H -6.35179 0.03169 2.88564 0.0 0.0 -0.1 0.11
H -5.49629 2.63410 2.53126 0.1 0.2 0.0 0.11
H -4.10888 1.97964 3.37524 0.1 0.0 0.1 0.11
H -4.37901 0.03140 1.56691 0.1 -0.1 0.0 0.10
H -5.22736 1.25212 0.66068 -0.1 0.1 -0.1 0.12
H -2.39463 1.42044 1.74326 0.2 0.1 0.0 0.10
H -3.19561 2.78806 1.00455 0.0 0.1 -0.1 0.12
H -3.44877 1.40227 -1.11173 0.1 0.2 -0.2 0.12
H -1.75942 1.73382 -0.63614 -0.1 0.1 -0.3 0.09
H -3.10257 -0.85417 -0.95937 0.0 -0.2 0.0 0.13
H -2.46285 -0.64038 0.68495 -0.1 -0.3 0.0 0.08
H -1.91252 -1.04567 -3.08097 0.0 0.1 0.0 0.18
H -0.83652 -2.94485 -4.10386 0.0 0.0 -0.1 0.13
H 0.52884 -3.20957 -1.70937 -0.4 -0.5 -0.2 0.17
H 0.96234 -3.63123 0.49366 0.1 -0.1 -0.2 0.14
H -1.18172 -4.12791 1.17626 0.0 -0.1 -0.1 0.13
H -1.84915 -2.57373 0.83600 0.0 0.2 -0.1 0.10
H -0.59846 -3.46738 3.20352 0.0 0.0 0.1 0.08
H -1.71715 -1.87126 4.28526 -0.1 0.0 0.1 0.08
H -1.66712 -0.79436 2.91900 -0.2 0.1 -0.1 0.06
H -2.82934 -2.16273 2.93868 -0.1 0.1 0.0 0.08
H 1.78271 -1.47317 -0.24560 0.1 -0.2 -0.1 0.15
H 2.49190 -0.53351 1.70452 0.0 0.1 0.0 0.11
H 0.98339 -0.77069 2.53979 -0.1 -0.2 0.2 0.10
H 3.32072 -2.61138 2.10845 0.0 -0.4 -0.2 0.12
H 1.73520 -3.38112 2.40801 0.0 -0.1 -0.2 0.08
H 1.62776 -1.62318 4.34919 0.0 0.1 0.2 0.10
H 3.38549 -1.71299 4.27383 0.0 0.1 0.0 0.11
H 2.21300 -4.39651 4.24586 0.1 -0.1 0.0 0.12
H 3.30633 -3.71044 5.43639 0.0 -0.1 0.1 0.13
H -0.04786 -4.98037 4.92113 0.3 -0.1 -0.1 0.11
H -1.70836 -4.34158 6.93409 -0.1 -0.1 0.0 0.09
H -0.43765 -2.48544 8.42186 0.1 0.1 0.1 0.09
H 1.92930 -2.05767 7.26431 0.3 0.0 -0.3 0.12
H -0.36883 0.11791 1.05975 -0.4 -0.2 0.0 0.13
H 1.57518 0.44274 -1.23836 0.1 -0.1 0.0 0.10
H 0.16405 1.44223 -1.05301 0.1 0.0 -0.1 0.10
H 2.59354 1.43265 0.68756 0.0 -0.1 0.4 0.11
H 1.01323 1.90290 1.39175 0.0 0.0 0.2 0.12
H 0.84001 3.61018 -0.47271 -0.1 -0.1 -0.1 0.11
H 2.21847 3.83764 0.57207 -0.1 0.2 0.0 0.11
H 2.81272 2.14359 -1.82704 -0.2 -0.1 0.0 0.09
H 2.46710 3.82128 -2.12800 0.0 0.0 -0.1 0.11
H 4.91900 3.07412 -1.65407 0.1 0.1 -0.1 0.07
H 4.46077 3.04549 0.02779 0.0 0.1 0.1 0.07
H 4.36633 4.56017 -0.90001 0.0 0.1 0.2 0.07
C 1.34787 0.72073 -4.55894 0.2 0.0 0.1 -0.13
O 2.42693 1.17566 -5.32676 -0.2 0.1 -0.2 -0.19
C 2.94047 0.23019 -6.25354 0.1 0.0 0.2 -0.19
C 3.34408 0.87996 -7.55772 0.1 0.0 -0.1 -0.18
O 2.26816 1.31314 -8.36725 -0.1 -0.1 0.0 -0.12
C 1.53987 2.47234 -7.99517 -0.1 0.0 0.0 -0.18
C 2.28355 3.77861 -8.15801 0.0 0.2 0.2 -0.20
O 3.28798 3.93365 -7.17124 0.1 -0.3 -0.1 -0.20
C 4.46200 4.56958 -7.63290 -0.1 0.1 0.1 -0.11
H 1.70139 0.08515 -3.73252 -0.2 -0.1 0.0 0.07
H 0.84555 1.59241 -4.13803 0.1 0.0 0.1 0.09
H 0.62339 0.17167 -5.17458 0.0 -0.1 0.0 0.08
H 2.19971 -0.55192 -6.45818 -0.1 0.0 0.0 0.12
H 3.82769 -0.24350 -5.81362 0.0 -0.1 -0.1 0.13
H 3.84079 0.10793 -8.15015 0.0 0.0 0.0 0.13
H 4.07056 1.67667 -7.38883 -0.1 0.1 0.1 0.12
H 1.12915 2.38254 -6.98694 0.1 0.0 0.1 0.12
H 0.69688 2.49726 -8.68921 0.0 0.0 0.0 0.13
H 1.55790 4.59610 -8.05319 0.0 0.0 -0.1 0.13
H 2.71070 3.82620 -9.16503 0.1 0.0 0.0 0.13
H 4.77365 4.17616 -8.60557 0.0 0.0 0.0 0.09
H 5.25126 4.36695 -6.91013 0.0 0.0 0.0 0.09
H 4.32419 5.65297 -7.70890 0.0 0.0 -0.1 0.09
```
Forces are in eV/Å.

* 2S+1: 1
* orbital gap: 7.53 eV
* F_max: 1.56 eV/A
* total charge: +1

This record from the Open Molecules 2025 dataset describes C33H66NO9Rb3 as an isolated structure at a distorted geometry. The level of theory is the ωB97M-V functional and the def2-TZVPD basis.

```
112
Properties=species:S:1:pos:R:3:forces:R:3:lowdin_charge:R:1
Rb -2.17790 3.30917 -4.23782 0.3 -0.1 0.5 0.89
Rb -5.21321 0.58710 -2.62754 0.1 -0.5 0.2 0.92
Rb -3.89148 4.20483 0.60100 0.7 -0.3 0.2 0.86
C -2.31199 -0.90747 -0.95412 -0.3 0.3 1.0 0.00
C -2.15828 0.23885 0.13121 2.2 -0.3 -1.4 -0.48
C -1.16283 -0.16334 1.19436 1.6 0.8 -1.2 -0.14
C 0.27113 -0.23341 0.59491 -0.4 -1.1 1.4 -0.14
C 0.74975 1.14234 0.15552 -0.7 -1.5 0.3 -0.15
C -0.20322 1.75181 -0.89153 1.5 1.2 1.7 -0.43
N -1.63070 1.56395 -0.43490 -0.5 0.0 -0.4 -0.15
O -2.54030 2.09788 -1.41358 -0.4 0.0 -0.5 -0.51
C 0.30500 1.20044 -2.27268 -1.2 0.3 1.1 -0.01
C 0.13956 3.31169 -0.67639 -1.3 0.1 -1.1 -0.02
C -3.41600 0.47231 0.89734 -1.7 1.4 -0.8 -0.06
H -1.45599 -1.12662 -1.59235 -0.1 1.0 -0.3 0.06
H -3.24336 -0.75907 -1.50059 0.4 -0.2 -0.3 -0.01
H -2.38996 -1.90169 -0.51420 -0.5 0.1 0.7 0.07
H -1.53937 -1.02935 1.73871 0.4 -0.1 -0.1 0.11
H -1.07770 0.71634 1.83234 -0.3 -0.2 0.6 0.10
H 0.38468 -1.03812 -0.13149 -0.1 0.2 -0.3 0.09
H 0.90833 -0.56196 1.41597 0.3 0.0 0.1 0.10
H 1.75882 0.99747 -0.23038 0.0 0.4 -0.2 0.13
H 0.81587 1.72665 1.07330 -0.1 0.3 -0.2 0.09
H 0.38808 0.11438 -2.23170 -0.6 -0.1 -0.1 0.05
H 1.33229 1.48414 -2.50131 -0.2 0.7 -0.1 0.08
H -0.45678 1.54030 -2.97431 0.4 -0.4 -0.6 0.01
H -0.07815 3.70772 0.31552 0.3 -0.9 0.5 0.06
H -0.52164 3.99731 -1.20633 -0.3 -0.2 -0.9 0.04
H 1.13209 3.65557 -0.96746 0.3 -0.6 0.1 0.08
H -4.20823 0.73743 0.19722 -0.6 -0.6 -0.2 0.04
H -3.41077 1.41627 1.44233 0.8 -0.1 0.5 0.06
H -3.73929 -0.30901 1.58518 0.1 -0.2 -0.4 0.09
C 0.11659 3.21309 3.40585 0.1 0.0 -0.1 0.00
C -0.48134 4.58822 3.53098 -3.6 0.4 0.9 -0.45
O -1.61200 4.82589 3.05733 1.4 -1.0 -0.4 -0.03
C 0.10301 5.69288 4.33259 0.2 -0.1 0.3 -0.01
H 0.84306 3.33526 2.60248 0.1 -0.5 -0.2 0.08
H -0.65571 2.47662 3.18386 -0.1 0.3 -0.6 0.06
H 0.62281 2.75821 4.25728 0.3 0.8 0.3 0.09
H 0.06578 5.50161 5.40503 0.9 -0.9 0.1 0.10
H -0.56337 6.55346 4.39133 0.3 0.3 -1.2 0.09
H 1.10422 5.81737 3.92007 0.2 0.7 0.7 0.10
C -4.64036 -3.88791 1.59113 1.2 -0.4 1.1 -0.02
C -5.83613 -4.79258 1.34299 -0.6 0.7 0.1 -0.45
O -6.66468 -4.45724 0.51534 0.5 -0.6 0.4 0.05
C -5.99309 -6.09731 2.16158 0.0 0.4 -0.9 -0.01
H -4.13832 -4.23417 2.49455 0.2 -0.1 0.1 0.07
H -4.79541 -2.82749 1.79000 -0.9 -0.1 -0.3 0.07
H -3.86574 -3.91144 0.82465 -0.2 -0.3 -0.4 0.07
H -5.63169 -6.15465 3.18834 0.0 0.7 0.0 0.08
H -5.39166 -6.84286 1.64145 -0.1 -0.2 -0.2 0.09
H -7.04536 -6.37558 2.10339 0.2 -0.1 0.0 0.08
C 0.88324 -2.74002 -2.50745 0.0 -0.5 -0.5 0.00
C 0.17754 -2.91037 -3.85262 1.2 -1.7 0.0 -0.47
O -0.34213 -3.99212 -4.05683 -0.3 0.7 -0.2 0.06
C 0.20903 -1.85905 -4.91799 -0.5 0.7 0.0 -0.01
H 0.94449 -3.74246 -2.08382 -0.3 0.1 0.1 0.09
H 0.30695 -2.10255 -1.83691 0.4 0.1 -0.1 0.03
H 1.92581 -2.44687 -2.63072 -0.1 0.6 0.0 0.10
H 1.14387 -1.42202 -5.26896 0.5 -0.6 0.5 0.09
H -0.27456 -1.01511 -4.42606 -0.4 0.4 -0.2 0.06
H -0.33494 -2.17981 -5.80642 -0.2 0.0 0.3 0.09
C 4.98550 3.09111 -1.87003 -0.4 -0.2 0.4 -0.02
C 6.03875 2.06245 -1.55541 -0.4 -2.3 -0.9 -0.49
O 5.84307 0.89559 -1.91818 0.1 1.6 0.4 0.03
C 7.29931 2.39407 -0.82790 -0.4 0.3 -0.5 -0.01
H 5.24080 3.78140 -2.67403 0.3 0.0 0.2 0.08
H 4.74051 3.63809 -0.95959 0.1 0.3 -0.1 0.08
H 4.09453 2.53765 -2.16661 0.0 0.0 -0.1 0.06
H 7.04824 2.75908 0.16802 0.3 -0.1 0.1 0.09
H 7.76571 3.21418 -1.37378 0.3 0.1 0.1 0.09
H 7.90986 1.49153 -0.85489 0.1 0.3 0.4 0.09
C 6.39703 2.74107 -5.39203 -1.7 -0.1 0.1 0.00
C 4.95152 2.59586 -5.95333 0.1 -0.8 -1.6 -0.45
O 4.59420 2.98193 -7.05134 0.7 0.3 0.8 0.06
C 3.92461 1.80168 -5.16066 0.6 -0.5 1.4 -0.03
H 6.30070 3.73773 -4.96132 0.7 0.2 0.2 0.08
H 7.22595 2.67545 -6.09680 -0.5 0.2 -0.2 0.09
H 6.52567 2.00129 -4.60193 0.1 0.2 0.1 0.06
H 4.37412 1.28942 -4.30999 0.3 -0.2 0.0 0.05
H 3.49457 1.02005 -5.78692 -0.2 0.4 -0.2 0.08
H 3.17124 2.40172 -4.65028 -0.3 0.3 -0.6 0.07
C -0.56333 -1.89799 4.64227 -0.5 -1.1 0.4 -0.01
C -2.02222 -1.54416 4.81452 0.6 0.0 -0.4 -0.51
O -2.84529 -2.28887 5.27128 -0.2 -0.5 0.1 0.10
C -2.37050 -0.17280 4.39924 -0.8 1.7 -0.1 -0.02
H -0.44276 -2.88638 5.08571 0.3 0.1 0.2 0.09
H 0.06599 -1.15016 5.12480 0.1 -0.1 -0.2 0.09
H -0.33358 -2.02936 3.58490 0.1 0.4 -0.1 0.07
H -2.54806 -0.00488 3.33699 0.1 -0.6 0.0 0.04
H -1.57306 0.53210 4.63445 0.0 0.0 0.2 0.08
H -3.29651 0.13909 4.88228 0.1 0.0 0.2 0.10
C 4.45563 -0.23356 5.77681 -0.2 -0.8 -0.9 -0.01
C 3.86048 0.60801 4.68859 -1.3 1.7 0.2 -0.47
O 3.64591 1.80601 4.85927 0.3 -1.3 -0.3 0.04
C 3.41300 -0.03033 3.37805 -0.1 0.1 -0.2 -0.03
H 4.31684 -1.26717 5.45979 0.2 -0.2 0.3 0.08
H 3.92882 -0.08715 6.71974 0.3 0.3 0.0 0.09
H 5.53006 -0.05482 5.81873 -0.1 0.2 0.4 0.10
H 2.63471 -0.79210 3.42355 0.1 -0.3 0.8 0.07
H 4.25621 -0.50601 2.87724 0.1 0.1 -0.2 0.09
H 2.93224 0.72961 2.76205 0.5 0.3 -0.1 0.06
C -3.33502 -4.01941 -2.50446 -0.1 -0.6 0.7 0.01
C -4.71308 -3.51685 -2.79569 -1.4 1.7 1.0 -0.40
O -4.98717 -2.29917 -2.64844 0.8 -1.7 -0.7 -0.12
C -5.89657 -4.45227 -3.08985 0.4 1.1 -0.3 0.01
H -2.62651 -4.01352 -3.33275 -0.2 0.0 -0.1 0.08
H -3.41151 -5.03316 -2.11131 0.0 -0.3 -0.4 0.10
H -2.90660 -3.48083 -1.65919 0.0 0.4 -0.3 0.06
H -6.02455 -5.30465 -2.42266 0.3 0.1 0.0 0.09
H -5.85246 -4.79114 -4.12491 0.2 -0.2 0.0 0.09
H -6.75532 -3.78433 -3.02268 -0.2 -0.3 0.1 0.08
```
Forces are in eV/Å.

* relative energy (zero: lowest compared OMol25 entry of this formula, charge and spin): 21.41 kcal per mole
* 2S+1: 1
* orbital gap: 5.56 eV
* F_max: 3.75 eV/A
* total charge: +2